(1)
10
Properties=species:S:1:pos:R:3 method="wB97M-V/def2-TZVPD" largest_force_ha_per_bohr=0.099 total_charge=-1 relative_energy_kcal_mol=100.21 e_homo_ev=-3.549 orbital_gap_ev=7.84 molar_mass_g_mol=103.057 e_lumo_ha=0.1578
C 0.908 1.413 -0.176
C -0.995 0.136 -0.158
N -0.377 1.484 -0.145
N 0.087 -0.875 -0.481
O -0.090 -1.893 0.674
O 1.871 2.137 -0.042
O 1.332 -0.423 -0.354
H -1.672 -0.015 0.695
H -1.813 0.167 -0.895
H 0.749 -2.129 0.882

---

(2)
19
Properties=species:S:1:pos:R:3 method="wB97M-V/def2-TZVPD" largest_force_ha_per_bohr=0.006 total_charge=0 relative_energy_kcal_mol=27.24 smiles=CC(C)[C@H]1C[C@H]1O e_homo_ev=-9.661 orbital_gap_ev=10.59 molar_mass_g_mol=100.161 e_lumo_ha=0.0343
C 1.658 1.149 0.038
C 0.714 -0.048 0.200
C 1.366 -1.341 -0.310
C -0.603 0.226 -0.513
C -1.731 -0.777 -0.469
C -1.867 0.517 0.258
O -1.868 0.418 1.653
H 1.189 2.087 0.357
H 2.568 1.011 0.633
H 1.962 1.273 -1.010
H 0.490 -0.169 1.270
H 2.439 -1.358 -0.084
H 1.248 -1.435 -1.398
H 0.908 -2.224 0.150
H -0.494 0.775 -1.450
H -2.337 -0.954 -1.353
H -1.585 -1.649 0.164
H -2.556 1.261 -0.146
H -1.502 1.236 2.011

---

(3)
54
Properties=species:S:1:pos:R:3 method="wB97M-V/def2-TZVPD" largest_force_ha_per_bohr=0.016 total_charge=0 relative_energy_kcal_mol=20.63 e_homo_ev=-7.846 orbital_gap_ev=6.65 molar_mass_g_mol=713.688 e_lumo_ha=-0.0438
Ir 0.063 1.137 -1.748
C 0.707 -2.246 -1.319
C 0.763 -1.060 -0.413
N -0.326 -0.288 -0.306
N -0.571 0.223 0.972
C -1.074 1.389 0.988
S -1.347 2.357 -0.451
S -1.514 2.152 2.516
C -0.484 1.224 3.704
C -1.256 0.195 4.483
C -1.831 0.526 5.705
C -2.574 -0.407 6.413
C -2.747 -1.686 5.904
C -2.173 -2.025 4.685
C -1.430 -1.091 3.979
C 1.923 -0.680 0.309
C 2.818 -1.588 0.924
C 3.851 -1.135 1.691
C 4.025 0.259 1.851
C 3.211 1.164 1.230
C 2.153 0.734 0.387
O 1.504 1.615 -0.301
H -0.044 -2.950 -0.958
H 1.676 -2.738 -1.376
H 0.418 -1.941 -2.327
H -0.080 1.993 4.361
H 0.321 0.774 3.127
H -1.698 1.527 6.102
H -3.017 -0.137 7.363
H -3.326 -2.416 6.455
H -2.306 -3.022 4.285
H -0.989 -1.343 3.023
H 2.619 -2.651 0.850
H 4.516 -1.834 2.179
H 4.831 0.619 2.479
H 3.362 2.230 1.336
O -0.579 3.221 -5.212
C -0.494 2.446 -4.286
O 0.323 2.517 -3.283
C -1.350 1.203 -4.253
C -2.064 0.763 -5.350
C -2.753 -0.434 -5.255
C -2.737 -1.125 -4.050
C -2.035 -0.602 -2.983
N -1.330 0.528 -3.100
H -2.039 1.364 -6.248
H -3.295 -0.826 -6.105
H -3.257 -2.066 -3.934
H -2.024 -1.071 -2.009
Cl 2.483 0.352 -2.886
C 2.763 1.192 -4.433
Cl 2.634 0.087 -5.802
H 3.765 1.601 -4.397
H 2.012 1.967 -4.517

---

(4)
35
Properties=species:S:1:pos:R:3 method="wB97M-V/def2-TZVPD" largest_force_ha_per_bohr=0.036 total_charge=0 relative_energy_kcal_mol=0.00 e_homo_ev=-8.072 orbital_gap_ev=6.79 molar_mass_g_mol=579.795 e_lumo_ha=-0.0471
C 2.738 3.149 1.007
C 3.661 2.027 0.533
H 2.450 3.787 0.163
H 3.229 3.821 1.714
H 1.841 2.755 1.508
H 3.184 1.327 -0.170
H 4.526 2.449 0.008
H 4.044 1.463 1.394
C -2.816 1.374 -0.533
C -4.026 1.097 -1.169
C -4.149 -0.060 -1.947
C -3.022 -0.872 -2.046
H -2.703 2.291 0.059
H -4.848 1.787 -1.038
H -5.091 -0.310 -2.448
H -3.044 -1.784 -2.624
N -1.745 0.577 -0.654
C -1.816 -0.538 -1.405
C -0.635 -1.422 -1.436
N 0.495 -0.974 -0.838
C 1.519 -1.821 -0.642
C 0.361 -3.573 -1.823
C 1.477 -3.124 -1.121
H 2.356 -1.476 -0.032
H 2.333 -3.751 -0.908
C -0.717 -2.714 -1.970
H -1.643 -3.008 -2.455
H 0.328 -4.582 -2.230
Hg 0.575 1.131 0.177
I -0.096 3.691 -0.657
N 0.940 -0.668 2.086
C 0.475 -0.624 3.174
N -0.250 -0.509 4.203
C 0.011 -0.492 5.476
N 0.058 -0.425 6.641